[1]
DFT (wB97M-V/def2-TZVPD) results for a cluster of 8 separate species, C14H30Br6O9 in total in a non-equilibrium geometry.

Calculated values
HOMO = -9.79 eV
SMILES string = C[C@H]1COC(=O)O1.C[C@H]1COC(=O)O1.BrCCBr.BrCCBr.BrCCBr.O.O.O
molecular weight = 821.8 g mol⁻¹
charge = 0
HOMO-LUMO gap = 9.5 eV
LUMO = -0.0117 hartree
relative energy (zero: lowest compared OMol25 entry of this formula, charge and spin) = 0.000 eV
energy = -16672.7277 a.u.

Positions of all 59 atoms, in Å:
C (0.19320, -1.40937, -3.74706)
C (0.82679, -1.08518, -5.08761)
C (2.22763, -0.46820, -4.98682)
O (2.84763, -0.90747, -6.20145)
C (2.13226, -1.95193, -6.71149)
O (2.47722, -2.57043, -7.66112)
O (1.01060, -2.16537, -5.97673)
H (0.75461, -2.11560, -3.13679)
H (-0.80362, -1.83141, -3.87975)
H (0.09441, -0.43153, -3.27135)
H (0.19877, -0.27810, -5.49516)
H (2.83482, -0.88758, -4.17589)
H (2.24045, 0.61195, -4.88926)
C (-0.09563, 3.10912, 3.16688)
C (-1.51265, 3.62912, 2.99418)
C (-1.64841, 4.61170, 1.84072)
O (-1.89016, 3.73047, 0.73467)
C (-2.29023, 2.53049, 1.21034)
O (-2.55995, 1.60232, 0.52306)
O (-2.32514, 2.53655, 2.55534)
H (0.56152, 3.80984, 3.68571)
H (0.37562, 2.91360, 2.20130)
H (-0.13627, 2.19927, 3.76249)
H (-1.83870, 4.01671, 3.95712)
H (-0.73456, 5.18759, 1.71613)
H (-2.51106, 5.27449, 1.91789)
Br (0.01901, -3.02824, 3.29571)
C (-1.34063, -1.66533, 3.50016)
C (-1.56527, -1.25343, 4.93361)
Br (-2.12846, -2.74479, 6.03464)
H (-2.24549, -2.09867, 3.07759)
H (-1.06285, -0.82517, 2.86568)
H (-2.35330, -0.51009, 5.02844)
H (-0.66550, -0.77949, 5.32910)
Br (6.05683, -0.77039, 1.39783)
C (4.13403, -0.84535, 1.26711)
C (3.51552, 0.39421, 1.87761)
Br (1.63018, 0.11315, 2.27472)
H (3.80954, -1.75537, 1.76666)
H (3.79895, -1.00912, 0.24616)
H (3.57181, 1.23643, 1.19959)
H (3.96520, 0.56619, 2.84843)
Br (-4.84268, -2.43631, 1.33191)
C (-4.31147, -2.12153, -0.52916)
C (-2.85125, -1.74423, -0.62896)
Br (-1.69950, -3.25284, -0.23762)
H (-4.97675, -1.32670, -0.84800)
H (-4.51205, -3.03864, -1.07437)
H (-2.59245, -0.95876, 0.07173)
H (-2.63741, -1.40534, -1.64048)
O (-0.20060, -0.02258, -0.44056)
H (0.37069, 0.58694, -0.92044)
H (-0.60395, 0.51787, 0.24738)
O (1.81191, -2.49633, -0.00269)
H (1.34846, -1.92566, -0.62576)
H (1.28724, -2.41453, 0.80440)
O (1.76742, 2.11133, -2.36555)
H (0.90645, 2.49479, -2.16192)
H (2.16723, 2.74698, -2.96833)

Cartesian forces, eV/Å:
0.0 -0.2 -0.5
0.1 1.4 1.1
0.5 -0.9 0.3
-0.5 0.1 -0.2
0.5 0.4 0.1
-0.2 -0.2 0.0
0.0 -0.1 -0.3
0.2 0.1 0.0
0.0 0.1 0.0
0.0 -0.2 0.4
-0.1 -0.6 -0.7
-0.3 0.0 0.1
-0.1 0.1 -0.3
0.2 0.1 0.0
0.9 0.3 0.4
-0.4 0.0 0.3
0.3 0.0 0.0
0.0 0.5 0.2
-0.2 -0.5 -0.3
-0.2 -0.1 0.0
-0.2 0.2 0.0
-0.1 -0.2 0.0
0.1 -0.1 -0.1
-0.6 -0.1 -0.2
0.0 0.0 -0.3
0.1 0.0 0.1
0.1 0.0 0.1
-0.7 -0.2 -0.3
0.4 0.4 -0.1
0.1 0.2 0.1
0.0 0.0 0.0
0.1 0.1 0.2
-0.2 -0.1 -0.3
0.0 -0.4 0.3
0.1 0.1 -0.2
-0.9 -0.5 -0.1
0.3 -0.5 0.1
0.1 0.0 0.0
0.2 0.1 0.3
0.4 0.2 -0.1
0.1 0.2 0.2
0.1 0.4 -0.1
0.1 -0.1 -0.2
0.1 -0.2 0.4
-0.4 0.1 0.1
0.0 0.1 -0.1
0.1 0.1 -0.2
-0.1 0.0 0.0
0.0 0.0 -0.1
0.1 -0.1 0.0
0.0 0.0 -0.3
0.1 -0.1 0.0
-0.1 0.0 0.0
0.1 0.0 -0.1
-0.2 0.0 0.1
-0.1 0.0 0.0
-0.2 0.0 0.0
0.0 0.1 0.0
0.1 0.0 0.0

***

[2]
DFT (wB97M-V/def2-TZVPD) results for a cluster of 3 separate species, C14H30Cl6N4O4PS in total.

Calculated values
HOMO = -11.46 eV
molecular weight = 594.2 g mol⁻¹
charge = +1
HOMO-LUMO gap = 7.7 eV
LUMO = -0.1398 hartree
energy = -4571.9421 a.u.

Positions of all 60 atoms, in Å:
N (0.83372, 2.65674, 5.75996)
C (0.00540, 3.05984, 4.63580)
C (-0.66575, 1.90797, 3.89126)
O (-1.54464, 1.20162, 4.76722)
C (-1.37982, 2.36153, 2.62461)
C (-1.65153, 1.19899, 1.67316)
C (-3.05601, 0.49903, 1.71331)
N (-3.43303, 0.29282, 0.27927)
P (-4.77535, 1.36034, -0.23999)
O (-5.01271, 0.74962, -1.71287)
Cl (-6.23172, 0.44276, 0.84799)
C (-2.24836, 0.58611, -0.38549)
N (-1.91464, -0.01580, -1.47511)
C (-0.66500, 0.19388, -2.22190)
C (0.19876, -1.08067, -2.29201)
C (0.18860, -2.04374, -1.09715)
C (0.98664, -1.75197, 0.19532)
S (2.28144, -0.54395, 0.20693)
O (1.81077, 0.68756, -0.34254)
O (2.90993, -0.58056, 1.48665)
Cl (3.58567, -1.35813, -1.10910)
N (-1.42887, 1.52772, 0.24523)
H (0.24358, 2.30424, 6.50498)
H (1.43697, 1.88332, 5.49953)
H (-0.77275, 3.72572, 5.01914)
H (0.62320, 3.62531, 3.93166)
H (0.11667, 1.19067, 3.61121)
H (-2.45906, 1.45431, 4.59250)
H (-0.75082, 3.08707, 2.10422)
H (-2.32523, 2.84725, 2.89255)
H (-0.93579, 0.41128, 1.91593)
H (-3.81313, 1.06713, 2.25455)
H (-2.94562, -0.47535, 2.18297)
H (-5.46211, -0.10991, -1.71388)
H (-2.59611, -0.66854, -1.84807)
H (-0.15063, 1.04567, -1.79470)
H (-0.95633, 0.45323, -3.24085)
H (1.20552, -0.77453, -2.56564)
H (-0.19440, -1.66097, -3.12635)
H (-0.84504, -2.21188, -0.78566)
H (0.53161, -3.00763, -1.47107)
H (1.48808, -2.65265, 0.55005)
H (0.34671, -1.41517, 1.01422)
H (-1.82290, 2.44742, 0.03222)
Cl (7.88101, -0.92728, 2.17092)
C (6.74217, 0.15910, 1.33717)
C (7.30912, 0.70156, 0.05002)
Cl (8.65612, 1.83169, 0.32870)
H (6.48580, 0.96170, 2.02402)
H (5.84567, -0.42201, 1.12445)
H (6.53454, 1.25309, -0.48147)
H (7.67668, -0.09979, -0.58619)
Cl (-1.82812, -3.45596, -4.03328)
C (-2.58613, -3.34744, -5.65553)
C (-1.57820, -3.61468, -6.74254)
Cl (-0.35839, -2.31755, -6.82702)
H (-3.01047, -2.35198, -5.75141)
H (-3.38514, -4.08493, -5.68269)
H (-2.08515, -3.64985, -7.70489)
H (-1.05544, -4.55334, -6.58035)

Cartesian forces, eV/Å:
-0.2 -0.2 0.0
0.0 0.0 0.1
0.0 0.2 0.2
-0.1 -0.3 -0.3
-0.2 -0.2 -0.2
-0.1 -0.4 0.2
0.3 0.2 0.1
0.5 -0.1 0.4
-0.1 -0.1 -0.2
0.0 0.0 0.1
0.0 0.0 0.0
-0.2 0.2 -0.3
-0.1 0.3 -0.1
0.2 -0.1 -0.3
-0.4 0.0 0.0
0.2 0.1 0.1
-0.2 -0.2 0.0
-0.1 0.1 0.2
0.0 0.0 -0.1
-0.1 0.1 -0.1
0.1 0.0 -0.2
-0.3 -0.4 0.2
0.0 0.0 0.0
0.1 0.1 0.0
0.0 0.1 -0.1
0.0 0.0 0.0
0.0 0.0 0.0
0.2 0.1 0.2
0.0 0.0 0.0
0.1 0.2 0.0
0.2 0.1 -0.1
0.0 0.1 -0.1
-0.3 0.0 0.0
0.0 0.0 -0.1
0.1 -0.1 0.0
0.0 -0.1 0.3
0.0 0.1 0.0
0.0 0.0 0.0
0.2 0.0 0.0
0.0 -0.1 0.0
0.1 0.0 -0.1
-0.1 0.0 0.0
0.0 0.1 0.0
0.3 0.1 -0.1
0.0 0.0 0.0
-0.1 0.0 0.0
0.0 0.0 0.0
0.0 0.0 0.0
0.0 0.0 0.0
0.0 0.0 0.0
0.0 0.0 0.0
0.0 0.0 0.0
-0.2 0.0 0.1
0.0 0.0 -0.1
0.0 0.0 0.0
0.0 0.0 0.0
0.0 0.0 0.0
0.0 0.0 0.0
0.0 0.0 0.0
0.0 0.0 0.0